Record 1
Entry from OMol25: a single C4H11NS molecule (ωB97M-V with the def2-TZVPD basis set).

```
17
Properties=species:S:1:pos:R:3:forces:R:3
C 1.94605 1.42375 1.54845 -0.5 3.1 0.9
C 0.70690 -0.45372 0.70334 1.5 0.1 0.3
C -0.68136 -0.72337 0.19438 -1.3 -3.2 1.3
C -2.17745 -0.80523 -2.37076 2.5 1.1 -2.2
H 2.10587 1.47597 2.72668 -0.3 -0.1 -2.5
H 1.93236 2.53786 1.07785 0.9 -2.5 1.5
H 2.70998 0.78639 1.09900 0.3 0.4 0.0
H 0.22094 1.61954 0.42553 0.8 -2.2 1.6
H 1.08374 -1.17682 1.64595 -1.1 1.9 -2.6
H 1.45394 -0.61921 -0.26906 -1.3 0.4 2.7
H -0.93029 -1.79048 0.56224 0.0 1.3 -1.1
H -1.41699 -0.07430 0.67136 0.2 0.1 -0.1
H -1.99855 -1.00927 -3.53188 -0.2 0.8 2.6
H -2.74265 0.10034 -2.17069 -0.9 -0.8 -0.1
H -2.27818 -1.74371 -1.93942 -2.0 -1.5 0.8
N 0.61319 0.94407 1.18483 0.6 0.5 -1.3
S -0.54749 -0.49179 -1.55781 0.8 0.4 -1.7
```
Positions in Å, forces in eV/Å.

The structure (SMILES) is CNCCSC. Its HOMO energy is -8.28 eV. As for the total charge: 0.


Record 2
Entry from OMol25: 2 unconnected molecules or ions with the total composition C4H11NS (ωB97M-V with the def2-TZVPD basis set).

```
17
Properties=species:S:1:pos:R:3:forces:R:3
C -1.57177 -0.61259 -0.42130 -0.4 1.9 -0.1
S -0.60372 -2.05995 -0.24007 0.2 -1.1 0.2
C 0.89308 -1.36626 -0.90102 0.8 0.0 -2.1
H -2.61506 -0.66610 -0.11402 0.1 -0.5 0.2
H -1.10210 0.17984 0.16313 -0.3 0.0 0.1
H -1.56927 -0.21916 -1.44530 0.0 -0.4 0.0
H 1.49095 -2.08744 -1.47430 0.0 -0.6 0.9
H 1.56112 -0.80851 -0.25377 -0.2 0.0 0.2
H 0.65944 -0.76688 -1.79590 -0.3 0.5 0.6
C -0.27294 2.58905 -0.13027 -0.1 0.5 -1.0
C 0.73718 2.33110 0.70928 1.2 0.5 -0.4
N 1.37771 1.26789 1.35104 -0.5 0.8 -0.9
H -0.79059 2.05823 -0.92034 -0.3 -1.0 0.9
H -0.44723 3.64542 -0.32239 0.5 0.0 0.1
H 1.41300 3.19025 0.78231 -0.7 0.2 0.9
H 1.00026 0.34065 1.32882 -0.2 -0.1 0.4
H 1.82543 1.61944 2.18428 0.0 -0.8 0.0
```
Positions in Å, forces in eV/Å.

The structure (SMILES) is C=CN.CSC. Its HOMO energy is -8.35 eV. As for the total charge: 0.


Record 3
Entry from OMol25: 2 unconnected molecules or ions with the total composition C4H11NS (ωB97M-V with the def2-TZVPD basis set).

```
17
Properties=species:S:1:pos:R:3:forces:R:3
C 1.44960 0.27673 0.28069 -3.9 0.0 -5.1
C 2.08247 -0.77651 -0.67927 0.1 -0.3 -0.8
S 2.16447 -2.75353 -0.27784 -0.2 2.8 -0.2
H 1.75343 0.20019 1.24258 1.0 0.0 2.9
H 0.28915 0.12629 0.19891 2.0 -0.1 0.7
H 1.45558 1.33815 -0.17242 0.8 -1.6 0.8
H 3.14310 -0.56553 -0.82003 0.0 0.0 0.3
H 1.70248 -0.76065 -1.73918 -0.2 0.2 1.3
C -2.48034 1.73135 0.32827 -0.4 -0.9 1.1
C -2.83744 1.90127 1.63810 2.6 1.2 0.7
N -3.15242 2.38813 -0.74432 0.7 -0.8 0.4
H -1.71337 0.87238 0.16418 -1.3 1.9 -0.4
H -2.07164 1.80049 2.49599 -1.0 -1.1 -1.7
H -3.49349 2.66153 2.03779 -0.8 0.1 -0.8
H -3.07410 1.95739 -1.66652 0.1 0.6 0.6
H 3.37049 -2.50067 -0.77609 0.4 -1.0 0.0
H -3.21197 3.41289 -0.71631 0.1 -1.1 0.0
```
Positions in Å, forces in eV/Å.

The structure (SMILES) is C=CN.CCS. Its HOMO energy is -8.51 eV. As for the total charge: 0.


Record 4
Entry from OMol25: 2 unconnected molecules or ions with the total composition C4H11NS (ωB97M-V with the def2-TZVPD basis set).

```
17
Properties=species:S:1:pos:R:3:forces:R:3
C -0.18638 -1.54013 -0.41844 0.0 -1.3 0.0
S -1.51550 -0.52440 -1.11772 0.0 -1.2 0.7
C -0.62688 0.20935 -2.41204 -0.1 0.2 -2.3
H -0.53018 -2.58330 -0.24386 0.3 0.2 -1.2
H -0.13993 -1.31031 0.60367 0.7 1.1 1.5
H 0.83584 -1.46342 -0.89214 -1.4 -0.1 0.4
H -1.39105 0.80442 -2.92205 0.0 -0.4 -0.6
H -0.00424 0.99010 -2.07962 1.3 0.7 0.7
H -0.06105 -0.46782 -3.12559 -0.9 0.7 0.9
C 1.40970 0.21459 2.80040 -1.5 0.6 0.0
C 0.80615 1.46049 0.84481 4.8 0.5 0.8
N 1.74307 0.94388 1.63921 -2.2 2.6 -4.0
H 0.37682 0.44052 3.09738 -0.1 -0.5 0.2
H 2.05196 0.48515 3.61825 0.5 -0.1 0.3
H 1.53429 -0.80760 2.50902 0.0 -0.9 0.4
H 1.20936 2.12864 -0.06414 -0.9 -1.8 2.0
H -0.25087 1.50116 1.01981 -0.7 -0.4 0.3
```
Positions in Å, forces in eV/Å.

The structure (SMILES) is C=NC.CSC. Its HOMO energy is -8.48 eV. As for the total charge: 0.


Record 5
Entry from OMol25: a gas-phase ion, C4H11NS2 (charge +1) (ωB97M-V with the def2-TZVPD basis set).

```
18
Properties=species:S:1:pos:R:3:forces:R:3
S -2.32243 -1.32885 0.05418 -0.9 -0.3 -2.0
S -1.31077 -1.44333 -1.75047 0.9 0.1 2.2
C 0.54281 -1.27708 -1.57690 0.6 0.3 0.1
C 1.19764 0.08048 -1.24720 -2.4 1.2 -1.3
C 0.90957 0.78625 0.09567 -0.2 -1.9 1.3
N -0.52411 0.81325 0.51585 0.6 0.1 -1.8
C -0.80835 0.61231 1.93138 0.7 2.8 -0.3
H -1.73864 -0.99816 1.21189 1.1 -0.3 -0.2
H 1.06692 -2.02170 -0.96753 -1.0 -0.5 0.0
H 0.78999 -1.50544 -2.62167 0.0 -0.1 0.1
H 2.24436 0.00109 -1.53887 0.2 -0.1 0.6
H 0.79334 0.77345 -2.02253 0.3 -0.2 0.3
H 1.34019 1.78804 -0.00338 0.1 -0.2 0.6
H 1.29581 0.17529 0.94508 0.9 0.7 -0.7
H -0.90890 1.63768 0.07515 -0.7 0.0 0.6
H -0.31184 -0.28581 2.26356 -0.4 -0.6 0.3
H -0.37396 1.43306 2.53337 0.1 -0.4 0.0
H -1.88164 0.75948 2.10242 0.1 -0.8 0.1
```
Positions in Å, forces in eV/Å.

As for the spin multiplicity: 2. Its HOMO energy (alpha / beta) is -13.26 / -13.00 eV. As for the total charge: +1.


Record 6
Entry from OMol25: 2 unconnected molecules or ions with the total composition C4H11NSi2 (ωB97M-V with the def2-TZVPD basis set).

```
18
Properties=species:S:1:pos:R:3:forces:R:3
C -0.77271 -1.78136 -0.09280 0.0 -0.1 0.1
C 2.89265 -0.75340 -0.64942 0.0 0.0 -0.1
C -1.86098 -1.21946 0.42928 0.1 -0.3 0.2
C 2.41050 -0.00873 0.33282 -0.2 0.4 0.1
N -2.44697 -0.13139 -0.15276 -1.3 1.2 0.1
Si 1.68672 1.71542 0.12345 0.3 -0.6 0.1
Si -3.66499 0.90851 0.00338 1.3 -0.8 -0.6
H -0.31284 -2.64156 0.35741 0.1 -0.2 0.2
H -0.31698 -1.38465 -0.98247 0.0 0.1 -0.2
H 3.30414 -1.73800 -0.48645 0.1 -0.2 0.1
H 2.89844 -0.40989 -1.67186 0.0 0.1 -0.2
H -2.30464 -1.63574 1.33079 0.0 -0.1 0.1
H 2.43339 -0.41688 1.33676 0.0 -0.1 0.1
H 1.04149 1.85648 -1.18330 -0.1 0.0 -0.2
H 0.71147 1.94958 1.19376 -0.2 0.1 0.1
H 2.76499 2.70828 0.23361 0.1 0.2 0.0
H -4.71957 1.15229 0.99307 -0.1 -0.2 0.3
H -3.74410 1.83050 -1.11527 -0.1 0.3 -0.1
```
Positions in Å, forces in eV/Å.

The structure (SMILES) is C=CN=[SiH2].C=C[SiH3]. Its HOMO energy (alpha / beta) is -8.27 / -8.27 eV. As for the total charge: 0.


Record 7
Entry from OMol25: 2 unconnected molecules or ions with the total composition C4H11O (ωB97M-V with the def2-TZVPD basis set).

```
16
Properties=species:S:1:pos:R:3:forces:R:3
C -0.67296 -2.58648 -0.84952 -0.5 0.5 0.0
O -1.50069 -1.59348 -1.24277 -0.4 -0.3 -0.2
H -1.08264 -3.22999 0.01667 0.5 0.3 -0.6
H 0.29364 -2.13900 -0.52861 0.5 -0.4 0.5
H -0.36453 -3.29272 -1.66724 -0.2 -0.2 0.2
C -0.33229 0.69440 0.23938 0.7 -0.8 -0.6
C 1.09698 1.22606 0.33456 -0.1 -0.2 0.9
C 1.27057 2.32065 1.39870 0.3 0.4 -0.2
H -0.51747 -0.00562 -0.57988 0.3 -0.1 -0.6
H -0.61218 -0.01313 1.02660 -0.2 0.8 0.5
H -1.01932 1.49448 -0.00820 -0.4 0.3 0.7
H 1.81314 0.43998 0.59301 -0.2 -0.2 -0.3
H 1.39155 1.64892 -0.63280 0.1 -0.1 0.1
H 2.33048 2.60556 1.51538 -0.3 0.3 -0.5
H 1.00041 2.11348 2.43552 -0.5 -0.7 -0.2
H 0.63915 3.15292 1.07868 0.3 0.4 0.2
```
Positions in Å, forces in eV/Å.

Its HOMO energy is -2.02 eV. As for the total charge: -1.


Record 8
Entry from OMol25: 2 unconnected molecules or ions with the total composition C4H11O (ωB97M-V with the def2-TZVPD basis set).

```
16
Properties=species:S:1:pos:R:3:forces:R:3
C -0.93982 2.68061 1.28727 1.4 -0.7 -0.3
O -0.84778 3.65972 2.13485 -1.1 2.0 1.1
H -1.88878 2.63168 0.51985 1.5 -0.1 1.0
H -0.85818 1.71486 1.87456 -0.6 -0.5 -0.8
H 0.09580 2.70061 0.72469 -1.3 -0.7 -0.8
C 1.47215 -1.49306 -1.31025 -0.5 0.1 1.1
C 0.50248 -1.68040 -0.13841 -1.5 2.8 -2.3
C -0.69864 -0.65134 -0.18565 -0.1 2.6 0.1
H 2.10492 -0.69155 -1.01109 0.8 0.9 -0.6
H 2.05343 -2.42423 -1.36986 -0.1 0.4 -0.6
H 0.83060 -1.26503 -2.15560 0.6 -0.1 -0.5
H 0.21700 -2.60711 -0.40007 -2.0 -3.6 0.0
H 1.07494 -1.74316 0.71632 0.7 0.3 2.3
H -1.61061 -0.74368 0.50502 1.8 -0.3 -0.4
H -1.25678 -0.54154 -1.19143 1.4 -0.6 1.1
H -0.25073 0.45360 -0.00021 -1.2 -2.4 -0.3
```
Positions in Å, forces in eV/Å.

Its HOMO energy is -1.64 eV. As for the total charge: -1.